Entry from the Open Molecules 2025 dataset: a molecular structure, C18H16CaN5S (ωB97M-V/def2-TZVPD).

Geometry as XYZ:
```
41
Properties=species:S:1:pos:R:3:forces:R:3
Ca 12.163956 -11.510859 1.273334 0.753 -0.047 -0.533
N 14.117555 -15.449388 1.594243 0.086 1.932 -0.133
C 13.722465 -14.230632 1.123328 1.624 1.157 0.430
S 12.140320 -14.072888 0.413284 0.046 0.109 0.028
N 14.697523 -13.302269 1.249300 -0.912 0.042 -0.006
N 14.425766 -11.992963 0.882169 0.109 -0.937 -0.102
C 15.374976 -11.227200 0.399019 -1.265 -2.135 0.030
C 16.714079 -11.743136 0.096710 1.167 0.697 -1.269
C 16.993280 -13.104191 -0.140022 0.883 0.275 -0.406
C 18.277310 -13.476369 -0.561234 -0.869 -1.188 -0.006
C 19.262364 -12.586741 -0.935992 -0.844 0.060 1.114
C 19.034625 -11.242388 -0.704299 -1.726 0.664 0.662
C 17.766009 -10.832458 -0.198202 1.310 -1.791 -0.118
C 14.855494 -9.894915 0.024026 -1.294 1.121 -0.411
C 15.532017 -8.937888 -0.768005 0.146 -0.970 0.362
C 15.084617 -7.633871 -0.792527 -0.026 0.492 -1.219
C 13.924442 -7.280092 -0.130495 0.041 -1.472 1.837
C 13.306475 -8.250930 0.681769 -0.273 -1.506 -1.698
N 13.592343 -9.602053 0.519865 1.689 2.345 1.785
H 13.549831 -16.222325 1.384629 -0.449 -1.057 0.154
H 14.940057 -15.446828 2.182905 -0.161 -0.441 -0.293
H 16.249795 -13.877864 -0.092932 0.007 0.117 0.332
H 18.501146 -14.562279 -0.610263 -0.276 0.830 -0.224
H 20.148084 -13.056838 -1.257419 1.240 0.213 -0.510
H 19.748121 -10.440891 -0.823731 0.307 -0.243 -0.305
H 17.690381 -9.799528 0.001143 -0.273 0.837 0.340
H 16.382319 -9.246172 -1.386907 -0.342 0.265 0.592
H 15.648811 -6.887118 -1.381876 -0.531 -0.508 0.314
H 13.516295 -6.313278 -0.126259 -0.110 1.273 0.078
H 12.506667 -7.998002 1.421741 0.446 -0.237 -1.141
C 7.819695 -10.739356 3.768164 1.168 0.262 -0.090
C 8.152102 -11.889748 3.062431 -0.012 -1.027 0.412
C 9.259339 -11.954465 2.199939 -1.601 -0.556 0.283
N 10.006151 -10.879733 2.012318 0.853 -0.127 0.408
C 9.813888 -9.819344 2.806972 -0.113 0.947 -0.300
C 8.740583 -9.673220 3.667582 -0.756 0.059 0.085
H 6.961347 -10.711231 4.450121 0.397 0.037 -0.423
H 7.625969 -12.817526 3.291494 -0.119 0.299 -0.412
H 9.477182 -12.904764 1.649288 -0.069 1.028 0.432
H 10.551451 -9.014710 2.676188 -0.465 -0.215 0.170
H 8.588039 -8.731144 4.214839 0.211 -0.602 -0.248
```
Forces are in eV/Å.

As for the net charge: +1. The value obtained for the HOMO-LUMO gap is 6.9021 eV.


Entry from the Open Molecules 2025 dataset: a molecular structure, C18H16Cl3N2O9RuS (ωB97M-V/def2-TZVPD).

Geometry as XYZ:
```
50
Properties=species:S:1:pos:R:3:forces:R:3
Ru 0.236574 -0.015415 -0.081745 2.114 1.104 5.882
Cl 2.923516 2.969337 6.375569 0.066 0.000 -0.068
C 2.549085 2.127411 4.901881 0.133 -0.026 0.104
C 3.353601 1.052874 4.495463 0.018 -0.010 0.075
C 3.032195 0.322117 3.383802 -0.084 -0.150 -0.077
Cl 4.015183 -1.013461 2.923026 -0.018 -0.131 0.122
C 1.854374 0.597062 2.621426 -0.173 -0.084 -0.009
O 1.466314 -0.232349 1.717369 -0.248 -0.103 -1.340
C 1.135057 1.747265 3.003806 0.182 -0.002 0.033
C 0.025648 2.190207 2.240827 -0.162 0.066 0.135
O -0.436879 1.705701 1.209369 -0.474 -0.517 -1.289
C 1.478025 2.488670 4.151436 -0.202 0.231 -0.029
H 4.226024 0.790852 5.079335 0.001 -0.030 -0.055
H -0.472407 3.084879 2.642851 -0.112 0.004 -0.143
H 0.871716 3.339023 4.443161 0.009 -0.034 -0.058
O -1.735454 -0.243003 -3.646189 -0.088 0.040 0.246
Cl -0.986072 -0.180777 -2.446820 -0.222 -0.269 -1.316
O 0.426350 -0.038257 -2.699023 -0.466 0.017 -0.747
O -1.415229 0.944376 -1.600207 0.641 -0.242 0.338
O -1.194233 -1.376412 -1.619809 0.444 0.225 -0.008
C 5.579487 -0.387272 -6.177906 0.009 -0.002 0.035
C 4.777844 -0.261971 -4.910750 0.017 -0.044 -0.007
C 4.633527 0.968926 -4.276209 0.004 0.046 -0.002
C 3.973791 1.075422 -3.063678 -0.064 0.042 0.087
C 3.447534 -0.066380 -2.481558 -0.099 -0.166 -0.032
C 3.539977 -1.299182 -3.111351 -0.047 0.066 0.026
C 4.204464 -1.387354 -4.323555 0.004 0.017 0.008
S 2.882992 -0.010307 -0.814482 0.869 -0.042 -0.450
O 4.067071 -0.012198 -0.021891 0.140 0.014 0.185
O 2.029991 1.194181 -0.622141 -1.112 -0.386 -0.226
O 2.000464 -1.210286 -0.615289 -1.344 0.309 -0.147
H 5.602619 0.551776 -6.730505 -0.021 -0.027 -0.005
H 5.181227 -1.167932 -6.826051 -0.020 0.034 -0.004
H 6.611554 -0.656821 -5.939789 -0.011 0.016 -0.021
H 5.059488 1.858923 -4.725334 -0.025 -0.034 -0.026
H 3.867275 2.034497 -2.570508 0.047 -0.046 -0.010
H 3.092638 -2.170271 -2.649854 0.051 0.017 -0.034
H 4.293731 -2.350432 -4.813631 -0.023 0.035 -0.003
C -1.269452 -3.941628 3.427777 0.061 -0.028 -0.066
N -1.453050 -2.778872 2.569758 -0.136 0.004 0.090
C -2.645525 -2.132024 2.314258 0.034 -0.072 0.067
C -2.356024 -1.102065 1.478879 0.095 0.092 -0.110
N -1.005080 -1.118136 1.239544 0.353 0.059 -1.187
C -0.488779 -2.137579 1.896315 -0.109 -0.019 0.040
H -2.185248 -4.119038 3.982635 -0.031 0.037 0.008
H -0.458937 -3.765436 4.130419 0.003 0.048 0.017
H -1.039418 -4.825005 2.835843 -0.022 0.007 -0.051
H -3.577557 -2.462668 2.739505 0.060 0.017 0.012
H -3.001445 -0.360789 1.038402 0.033 -0.061 -0.011
H 0.557655 -2.401379 1.901320 -0.077 -0.019 0.020
```
Forces are in eV/Å.

The spin multiplicity is 2. For the energy above the lowest of the compared OMol25 structures with the same formula, charge and spin, the calculation gives 69.7 kcal/mol. The value obtained for the HOMO-LUMO gap (alpha / beta) is 6.7331 / 7.1311 eV.


Entry from the Open Molecules 2025 dataset: a molecular structure, C18H16ClN2OPdTe (ωB97M-V/def2-TZVPD).

Geometry as XYZ:
```
40
Properties=species:S:1:pos:R:3:forces:R:3
Pd 0.038693 -0.083118 -0.333467 -0.058 -0.559 0.090
Cl -1.479198 3.678226 5.730488 -0.011 0.057 0.097
C -1.499321 2.875262 4.171660 0.143 0.028 0.000
C -2.663818 2.230735 3.746855 -0.007 -0.084 -0.148
C -2.664267 1.591078 2.533122 -0.113 0.074 0.178
C -1.547145 1.592509 1.644104 0.088 -0.047 -0.123
O -1.665804 1.027496 0.501800 0.050 0.127 0.144
C -0.352468 2.250377 2.126883 -0.229 -0.045 0.025
C 0.914076 2.197986 1.459872 0.346 -0.046 -0.087
N 1.120513 1.731632 0.269780 -0.452 0.119 -0.078
C 2.284221 1.815381 -0.414603 0.525 0.370 0.094
C 3.047563 2.986977 -0.430107 -0.332 -0.200 0.146
C 4.207745 3.097737 -1.191836 0.247 -0.163 -0.219
C 4.666212 2.047436 -1.951625 0.087 0.302 0.062
C 3.942919 0.839886 -1.970937 -0.294 -0.086 0.202
C 4.372439 -0.284228 -2.709998 -0.091 -0.146 -0.043
C 3.649603 -1.443582 -2.672255 0.263 0.125 -0.077
C 2.461567 -1.474169 -1.927432 -0.199 0.100 0.125
N 2.019668 -0.445813 -1.240571 -0.202 -0.047 0.203
C 2.743567 0.705959 -1.213513 0.385 0.122 -0.221
C -0.373176 2.864872 3.394260 -0.052 0.000 -0.021
H -3.545088 2.235683 4.375621 -0.004 0.002 0.001
H -3.555347 1.081545 2.186728 0.020 -0.023 -0.019
H 1.787277 2.476169 2.066253 0.001 0.005 0.039
H 2.689819 3.829100 0.147953 0.015 0.000 -0.008
H 4.762509 4.028706 -1.176038 -0.011 0.006 0.004
H 5.580486 2.132709 -2.527073 -0.017 -0.029 -0.008
H 5.271640 -0.204210 -3.310272 0.029 -0.019 0.035
H 3.963252 -2.321385 -3.221645 -0.022 0.000 -0.017
H 1.829791 -2.353326 -1.928564 -0.010 -0.003 -0.003
H 0.529845 3.346982 3.752098 -0.002 -0.004 0.021
C -1.051291 1.129133 -4.871604 -0.009 0.083 0.167
Te -0.784190 1.141908 -2.691282 -0.318 0.110 -0.713
C -2.723886 2.022361 -2.416236 0.173 -0.033 0.069
H -1.964307 0.593674 -5.129394 0.013 -0.017 0.015
H -0.195829 0.613097 -5.307332 -0.008 -0.008 0.024
H -1.093117 2.143617 -5.267540 -0.004 -0.002 0.026
H -2.719773 3.054361 -2.760430 0.018 -0.006 0.001
H -2.926634 1.978151 -1.348087 0.022 -0.030 -0.005
H -3.462187 1.445632 -2.969953 0.019 -0.035 0.022
```
Forces are in eV/Å.

As for the net charge: -1. The value obtained for the HOMO-LUMO gap is 4.8084 eV.


Entry from the Open Molecules 2025 dataset: C18H16ClNO4 in the gas phase (ωB97M-V/def2-TZVPD).

Geometry as XYZ:
```
40
Properties=species:S:1:pos:R:3:forces:R:3
C -7.212207 -2.099363 -0.759710 -13.004 4.599 0.092
C -7.035821 -1.004517 0.202856 -6.825 8.690 -7.718
O -6.211026 0.174858 -0.223548 -5.809 -2.356 1.035
C -4.963087 -0.061693 -0.168120 -1.690 0.781 -1.366
C -4.278177 0.883774 -0.800407 0.220 6.259 -0.884
C -2.985013 0.993803 -0.569344 2.000 0.294 -0.904
C -2.299622 -0.122828 0.071232 8.417 16.913 -6.490
C -0.867577 0.034834 -0.192315 0.976 -8.121 0.395
C 0.148916 0.740414 0.057008 0.832 9.398 4.393
N 1.533003 0.827850 0.071735 1.659 -3.581 -2.819
C 2.181978 -0.366951 -0.542829 0.692 0.865 4.466
O 1.619678 -1.428482 -0.638978 -0.107 0.672 -1.172
C 3.708285 -0.268912 -0.401256 -9.913 11.868 -8.893
C 4.141805 0.960547 -1.024605 6.941 -0.263 -0.964
C 5.647038 1.328665 -1.264872 -8.296 -7.430 6.054
C 6.390533 0.356876 -0.518943 3.511 3.013 -5.250
C 5.889412 -0.811636 -0.070842 0.152 -1.022 5.284
C 4.449188 -0.921915 0.260425 11.682 -7.053 3.586
Cl 3.974589 -2.286233 1.003684 -0.866 -2.980 2.240
C -0.315650 2.206527 0.832898 11.894 -3.283 -6.054
O -1.278648 2.541736 1.211648 -10.004 3.054 4.337
O 0.836034 3.201900 0.729147 2.543 -9.854 -3.605
C -2.950959 -1.076064 0.246955 -9.155 -10.885 3.721
C -4.363506 -1.089673 0.272546 2.659 -6.826 3.040
H -7.944962 -2.858159 -0.244412 1.462 1.271 -1.351
H -7.645377 -1.645836 -1.766737 0.611 -1.327 2.018
H -6.398667 -2.408295 -0.923871 11.329 -5.367 -2.609
H -8.136478 -0.345131 0.380116 3.018 -2.299 -0.378
H -6.829895 -1.388529 1.000059 3.106 -3.374 9.493
H -4.895724 1.820597 -1.054974 1.075 -1.637 -0.394
H -2.425552 1.798160 -1.056797 -0.095 -0.152 0.571
H -0.316738 -0.990351 -0.314552 -1.685 1.113 -0.767
H 2.098261 1.703534 0.281771 -1.699 -1.516 -0.530
H 3.504539 1.530142 -1.563353 -2.395 1.622 -1.405
H 6.003713 2.114113 -1.726023 1.565 3.896 -2.262
H 7.483241 0.637705 -0.949575 -1.607 -1.806 2.275
H 6.546695 -1.470658 0.639991 -1.036 0.950 -1.960
H 0.504955 3.899203 1.054791 -3.827 8.588 3.970
H -2.451936 -1.748370 0.782286 1.586 -4.208 1.556
H -4.779469 -2.026929 0.753021 0.083 1.494 -0.753
```
Forces are in eV/Å.

The SMILES is CCOc1ccc(/C=C(/NC(=O)c2ccccc2Cl)C(=O)O)cc1. For the energy above the lowest of the compared OMol25 structures with the same formula, charge and spin, the calculation gives 362.4 kcal/mol. The value obtained for the HOMO-LUMO gap is 8.0959 eV.